Entry 1:
The following is a quantum chemistry calculation of an isolated molecule of C18H25NO, from OMol25.

Geometry as ORCA input:
```
! RIJCOSX wB97M-V def2-TZVPD def2/J DEFGRID3
* xyz 0 1
O -1.28 3.13 -1.86
N 0.26 2.90 -0.23
C -1.01 2.89 -0.71
C 3.26 -1.48 1.05
C -2.39 1.06 0.29
C -1.55 -1.28 0.60
C 1.84 1.62 -1.65
C 2.15 -0.83 -1.09
C -2.05 2.55 0.34
C -2.17 -3.39 1.60
C -1.59 -1.89 -0.65
C -2.20 -3.98 0.35
C -1.85 -2.04 1.72
C 2.16 -1.84 0.05
C -1.21 0.18 0.71
C 2.95 -0.13 1.67
C 1.41 3.00 -1.11
C -1.91 -3.23 -0.78
C 2.57 0.89 0.64
C 2.20 0.60 -0.60
H 1.02 1.23 -2.26
H 3.81 0.24 2.24
H 2.62 1.92 0.97
H -1.71 2.83 1.34
H -1.94 -3.69 -1.76
H 3.02 -1.00 -1.74
H 1.19 -1.83 0.56
H 2.12 -0.23 2.38
H -1.82 -1.59 2.70
H 2.70 1.77 -2.31
H -0.35 0.39 0.07
H -2.39 -3.97 2.48
H -1.37 -1.30 -1.53
H 3.34 -2.24 1.82
H -0.94 0.41 1.75
H -2.45 -5.03 0.25
H 0.44 2.56 0.70
H 4.22 -1.43 0.53
H 2.32 -2.84 -0.35
H -3.24 0.86 0.94
H -2.95 3.12 0.11
H -2.68 0.80 -0.73
H 2.22 3.49 -0.58
H 1.26 -0.98 -1.70
H 1.10 3.62 -1.96
*
```

Summary:
Energy   -22610.238 eV
Lowest unoccupied orbital energy   0.8 eV
Energy above the lowest of the compared OMol25 structures with the same formula, charge and spin   12.80 kcal per mole
Strongest force on any atom   0.7 eV/Å
HOMO level   -9.0 eV

***

Entry 2:
The following is a quantum chemistry calculation of an isolated molecule of C18H25NO2, from OMol25.

Geometry as ORCA input:
```
! RIJCOSX wB97M-V def2-TZVPD def2/J DEFGRID3
* xyz 0 1
O 2.23 -2.86 4.34
O 4.57 -1.70 0.50
N 0.59 -1.71 2.17
C 4.64 -2.82 4.47
C 5.74 -3.26 3.45
C 1.49 -0.37 -1.83
C 7.04 -3.35 4.19
C 2.00 -0.79 0.49
C 3.28 -2.48 3.83
C 1.96 -1.72 1.70
C 4.55 -1.75 1.73
C 1.86 0.98 -1.67
C 3.28 -1.62 2.60
C 2.32 1.44 -0.42
C -0.16 -0.48 2.15
C 2.43 0.54 0.66
C 5.44 -4.61 2.79
C 1.91 1.88 -2.86
C 1.55 -1.27 -0.76
C -0.16 -2.93 2.51
C 5.84 -2.05 2.49
H 1.57 1.37 -3.76
H 1.16 -2.30 -0.83
H 7.83 -3.56 3.49
H 6.25 -4.89 2.12
H 5.41 -5.38 3.56
H -1.21 -2.68 2.74
H 2.60 2.52 -0.32
H 2.70 -0.49 2.81
H 1.27 2.75 -2.68
H -0.24 -3.65 1.65
H -1.08 -0.64 2.72
H -0.42 -0.18 1.12
H 0.46 0.32 2.60
H 4.50 -4.68 2.23
H 2.31 -2.73 1.41
H 0.29 -3.44 3.39
H 6.14 -1.17 3.09
H 4.52 -3.65 5.19
H 2.72 0.94 1.64
H 1.19 -0.72 -2.84
H 5.03 -1.94 5.04
H 6.99 -4.14 4.93
H 6.65 -2.27 1.78
H 7.24 -2.40 4.68
H 2.92 2.29 -3.06
*
```

Summary:
Energy   -24654.134 eV
Lowest unoccupied orbital energy   0.3 eV
Energy above the lowest of the compared OMol25 structures with the same formula, charge and spin   84.74 kcal per mole
Strongest force on any atom   4.8 eV/Å
HOMO level   -7.6 eV

***

Entry 3:
The following is a quantum chemistry calculation of C18H25NO2PPdS2 as an isolated structure, from OMol25.

Geometry as ORCA input:
```
! RIJCOSX wB97M-V def2-TZVPD def2/J DEFGRID3
* xyz -2 2
Pd -0.65 -2.24 0.74
S -1.36 -1.90 3.00
S -2.51 -0.80 0.09
P -0.11 2.45 0.48
O 0.42 2.05 -0.85
O 2.98 1.05 1.02
N 3.17 0.71 -0.21
C 3.63 0.05 -2.87
C 2.56 -0.47 -2.17
C -2.74 -0.82 2.83
C -3.20 -0.36 1.65
C -0.14 -3.10 -3.54
C 0.09 -2.88 -1.09
C 1.72 -4.15 -2.46
C -0.58 -2.63 -2.31
C -3.38 -0.41 4.14
C 0.86 3.84 1.15
C 4.23 1.24 -0.89
C -0.20 1.28 1.84
C 4.47 0.93 -2.20
C -1.81 3.08 0.36
C 1.26 -3.67 -1.23
C 1.02 -3.87 -3.63
C -4.39 0.57 1.59
C 2.34 -0.14 -0.85
H 1.37 -4.24 -4.59
H 1.86 3.46 1.35
H -4.35 1.36 2.35
H 0.49 0.45 1.70
H 0.43 4.24 2.07
H -5.34 0.03 1.73
H 2.63 -4.74 -2.50
H -2.41 2.25 0.01
H 4.82 1.92 -0.29
H 3.79 -0.21 -3.90
H -1.85 3.90 -0.36
H -2.91 0.50 4.55
H 1.84 -3.91 -0.35
H 5.32 1.38 -2.69
H 1.86 -1.16 -2.63
H -4.45 -0.22 4.04
H -0.70 -2.87 -4.44
H -2.18 3.41 1.34
H -4.44 1.05 0.61
H -1.20 0.86 1.92
H 1.49 -0.53 -0.29
H 0.05 1.81 2.76
H -1.49 -2.03 -2.28
H -3.23 -1.19 4.89
H 0.92 4.63 0.39
*
```

Summary:
Energy   -59095.537 eV
Lowest unoccupied orbital energy (spin up / spin down)   4.8 / 4.8 eV
Energy above the lowest of the compared OMol25 structures with the same formula, charge and spin   9.40 kcal per mole
Strongest force on any atom   0.2 eV/Å
HOMO level (spin up / spin down)   0.5 / 0.3 eV

***

Entry 4:
The following is a quantum chemistry calculation of an isolated molecule of C18H25NO5S, from OMol25.

Geometry as ORCA input:
```
! RIJCOSX wB97M-V def2-TZVPD def2/J DEFGRID3
* xyz 0 1
S 3.98 1.36 -0.64
O -2.54 0.54 0.63
O 4.23 1.83 -1.97
O 4.91 1.71 0.40
O -3.70 1.38 -1.10
O -1.41 3.04 1.06
N 3.82 -0.29 -0.76
C 2.12 2.32 1.14
C -5.34 -0.37 -0.59
C 0.02 2.09 -0.67
C -2.91 1.46 -0.03
C -0.46 -1.80 -0.98
C -4.17 0.07 -1.46
C 0.99 -2.15 -0.94
C 3.09 -2.32 0.39
C 2.34 1.83 -0.13
C -1.15 -2.46 0.22
C -0.48 -2.05 1.54
C 1.31 1.71 -1.03
C -0.21 2.59 0.61
C -2.54 2.92 0.23
C 1.64 -1.99 0.20
C 3.95 -1.06 0.46
C 0.89 -1.38 1.34
C 0.85 2.70 1.51
H 4.30 -0.67 -1.56
H -0.59 -0.72 -0.90
H -4.47 0.16 -2.51
H 3.23 -2.88 1.32
H 3.44 -2.94 -0.44
H 1.51 1.32 -2.02
H 3.60 -0.40 1.26
H -1.13 -1.36 2.07
H -3.34 -0.64 -1.37
H -2.20 -2.19 0.24
H -1.08 -3.55 0.09
H 0.71 -0.32 1.12
H 4.99 -1.31 0.67
H -0.93 -2.14 -1.91
H 2.96 2.41 1.82
H -2.41 3.45 -0.72
H -6.14 0.36 -0.65
H 0.64 3.09 2.50
H -5.02 -0.46 0.44
H -5.70 -1.33 -0.94
H -0.78 1.99 -1.39
H -3.36 3.38 0.79
H -0.36 -2.94 2.17
H 1.45 -2.57 -1.82
H 1.46 -1.43 2.27
*
```

Summary:
Energy   -41634.108 eV
Lowest unoccupied orbital energy   0.6 eV
Energy above the lowest of the compared OMol25 structures with the same formula, charge and spin   14.20 kcal per mole
Strongest force on any atom   0.9 eV/Å
HOMO level   -8.8 eV

***

Entry 5:
The following is a quantum chemistry calculation of C18H26BCeF4N3S4 as an isolated structure, from OMol25.

Geometry as ORCA input:
```
! RIJCOSX wB97M-V def2-TZVPD def2/J DEFGRID3
* xyz 1 2
Ce 0.64 -0.14 -0.68
S -0.99 2.40 3.35
S -1.64 -2.54 -0.78
S -2.35 0.72 -1.02
S -2.44 -1.02 2.15
F 2.20 -0.20 -2.61
F 0.98 -2.00 -2.04
F -0.05 -0.16 -2.89
F 1.24 -1.49 -4.32
N 1.78 4.04 -2.47
N 0.11 0.90 1.27
N 1.35 2.23 -1.35
C 3.52 -0.05 0.67
C -0.34 1.55 2.16
C -2.97 -2.69 1.75
C 0.27 3.10 -1.24
C 0.52 4.23 -1.94
C 3.11 0.28 1.95
C -3.76 -0.01 1.42
C 2.25 2.83 -2.10
C -2.08 -3.43 0.73
C 3.14 -1.27 0.11
C 2.30 -0.58 2.70
C 2.33 -2.13 0.84
C 1.86 -0.21 4.09
C 1.91 -1.78 2.12
C -3.33 1.10 0.46
C -3.25 -1.97 -1.37
C -3.24 -0.54 -1.93
C 3.58 2.32 -2.55
B 1.12 -1.00 -3.09
H 2.06 -3.10 0.43
H -1.12 -3.67 1.18
H 2.65 -0.45 4.81
H -4.27 -0.20 -2.07
H -4.29 0.47 2.23
H -0.05 5.13 -2.09
H 0.96 -0.75 4.38
H 1.65 0.86 4.17
H 3.53 -1.58 -0.85
H -3.58 -2.64 -2.15
H 3.51 1.84 -3.52
H -4.48 -0.68 0.93
H 3.40 1.24 2.37
H 3.96 1.59 -1.84
H -3.95 -2.05 -0.55
H -2.76 -0.52 -2.91
H 1.27 -2.45 2.68
H -4.00 -2.66 1.42
H -2.71 1.83 0.98
H -2.55 -4.37 0.45
H -0.59 2.87 -0.65
H 2.28 4.69 -3.05
H 4.18 0.61 0.13
H -2.97 -3.27 2.67
H 4.30 3.14 -2.62
H -4.22 1.63 0.11
*
```

Summary:
Energy   -91379.414 eV
Lowest unoccupied orbital energy (spin up / spin down)   -2.4 / -2.4 eV
Energy above the lowest of the compared OMol25 structures with the same formula, charge and spin   12.01 kcal per mole
Strongest force on any atom   3.1 eV/Å
HOMO level (spin up / spin down)   -11.0 / -11.0 eV

***

Entry 6:
The following is a quantum chemistry calculation of C18H26CdN7O4S2 as an isolated structure, from OMol25.

Geometry as ORCA input:
```
! RIJCOSX wB97M-V def2-TZVPD def2/J DEFGRID3
* xyz 1 1
Cd 0.08 -0.03 0.38
S -0.77 1.57 -1.37
S 1.10 2.02 1.70
O -0.94 -2.25 -0.60
O -0.01 1.17 2.25
O 0.59 3.26 1.19
O 1.83 1.19 0.72
N -3.09 1.34 0.07
N 1.15 -1.54 1.50
N -3.32 2.41 -1.78
N -4.54 2.36 -1.23
N 1.94 -2.20 3.44
N -2.53 0.63 1.12
N 2.00 -3.38 10.07
C 1.53 -1.45 5.70
C 2.01 -3.16 8.95
C -1.65 -3.29 0.05
C 2.21 2.29 3.10
C 2.00 -2.42 4.82
C 1.52 -1.69 7.06
C 2.79 -2.67 2.47
C 2.02 -2.90 7.55
C -5.51 1.39 0.82
C -0.52 -2.66 -1.90
C 0.16 -1.53 -2.66
C -4.41 1.71 -0.11
C 2.51 -3.86 6.67
C 2.29 -2.25 1.28
C -2.39 1.78 -1.03
C -1.79 -3.03 1.55
C 0.97 -1.52 2.80
C 2.51 -3.62 5.31
H -0.56 -0.75 -2.89
H 1.17 -0.50 5.32
H -5.33 1.81 1.80
H 2.90 -4.79 7.06
H 1.62 2.29 4.00
H 3.68 -3.22 2.70
H -3.27 0.25 1.70
H 0.98 -1.12 -2.05
H 2.70 3.24 2.96
H 2.93 1.48 3.10
H -5.66 0.31 0.91
H 2.67 -2.41 0.28
H -2.45 -3.78 1.98
H -1.93 1.25 1.70
H -2.19 -2.04 1.73
H -2.64 -3.38 -0.41
H 2.87 -4.37 4.63
H -1.11 -4.24 -0.10
H -6.42 1.83 0.41
H 1.15 -0.94 7.74
H -0.82 -3.11 2.02
H -1.39 -3.02 -2.47
H -3.17 2.90 -2.65
H 0.15 -1.04 3.30
H 0.57 -1.92 -3.59
H 0.18 -3.51 -1.79
*
```

Summary:
Energy   -63937.894 eV
Lowest unoccupied orbital energy   -2.6 eV
Energy above the lowest of the compared OMol25 structures with the same formula, charge and spin   30.64 kcal per mole
Strongest force on any atom   3.1 eV/Å
HOMO level   -11.6 eV

***

Entry 7:
The following is a quantum chemistry calculation of a 4-piece molecular cluster, C18H26Cl2F9IO6P overall, from OMol25.

Geometry as ORCA input:
```
! RIJCOSX wB97M-V def2-TZVPD def2/J DEFGRID3
* xyz 1 1
I -0.25 -1.36 -2.94
Cl -2.07 2.55 1.35
Cl -3.52 3.53 -1.18
P -1.33 -0.28 0.11
F 6.46 -3.42 2.51
F 4.73 -4.36 3.39
F 2.25 3.42 -2.47
F 2.40 1.80 -3.89
F -3.47 -2.86 0.28
F -2.17 -2.48 1.97
F -3.98 -1.33 1.69
F 3.65 3.54 -4.11
F 6.50 -4.01 4.57
O 0.78 3.27 -5.56
O 1.18 5.08 -4.29
O -4.99 -3.32 3.31
O 4.67 -1.47 2.95
O -3.90 -4.83 2.05
O 5.15 -1.68 5.14
C 0.19 -0.59 -0.94
C 0.24 5.84 -5.06
C 5.15 0.89 3.28
C -3.47 -2.56 1.59
C -5.92 -6.17 2.27
C 1.40 1.50 0.23
C -4.52 -5.90 2.79
C 5.72 -3.48 3.63
C 2.41 3.14 -3.78
C 5.17 -2.11 4.03
C -2.11 1.40 -0.07
C 1.17 0.66 -1.09
C -2.95 0.98 -2.49
C -2.78 1.87 -1.21
C -4.23 -3.59 2.43
C 4.08 -0.19 3.21
C 1.35 3.80 -4.66
C -1.18 5.57 -4.60
H 3.41 0.01 2.37
H 2.18 0.23 -1.39
H -2.32 -1.26 -0.14
H 3.47 -0.22 4.11
H 0.51 2.15 0.46
H 0.48 6.89 -4.91
H -3.90 -6.78 2.65
H 2.26 2.22 0.00
H 4.69 1.87 3.39
H 5.76 0.88 2.38
H 0.78 -1.42 -0.42
H -1.27 5.76 -3.52
H 1.76 0.89 1.12
H -4.53 -5.67 3.86
H -3.98 1.12 -2.98
H -6.57 -5.31 2.43
H -0.91 -0.39 1.48
H -6.36 -7.03 2.78
H -1.89 6.21 -5.13
H 0.85 1.28 -1.98
H -2.91 -0.10 -2.16
H 5.82 0.72 4.13
H -5.90 -6.37 1.20
H -2.17 1.26 -3.26
H -1.46 4.53 -4.76
H 0.36 5.63 -6.13
*
```

Summary:
Energy   -98256.684 eV
Lowest unoccupied orbital energy   -3.9 eV
Strongest force on any atom   2.6 eV/Å
HOMO level   -13.2 eV

***

Entry 8:
The following is a quantum chemistry calculation of C18H26Cl5KN3O2SSbSe2 as an isolated structure, from OMol25.

Geometry as ORCA input:
```
! RIJCOSX wB97M-V def2-TZVPD def2/J DEFGRID3
* xyz -2 1
Sb -1.31 1.01 -3.40
Se -1.08 -1.31 3.81
Se 3.25 -1.32 1.03
K 0.14 1.00 1.33
Cl -1.34 6.10 4.25
Cl -1.43 3.50 -1.38
Cl -3.49 5.73 -0.68
Cl -3.40 7.07 2.12
Cl 0.46 3.65 3.61
S 2.40 -2.51 -2.45
O 1.15 -3.48 4.62
O 3.07 0.85 3.25
N 0.01 -2.01 -1.70
N 2.72 0.17 -2.06
N 0.64 -0.83 -1.65
C -1.41 5.33 2.70
C 1.89 -0.90 -1.98
C 1.84 -1.84 2.30
C -0.56 3.62 1.15
C -3.39 1.19 -2.82
C 0.74 -2.99 -2.07
C 3.11 -0.35 3.96
C 1.91 -1.29 3.72
C 0.29 -4.40 -2.17
C -1.44 4.17 0.22
C -1.63 -0.94 -4.27
C 2.10 -2.47 4.71
C 0.68 -0.48 4.09
C -0.59 4.25 2.39
C -2.31 5.79 1.75
C -0.95 -4.54 -3.05
C -1.70 2.00 -5.32
C -2.34 5.19 0.49
H 3.26 0.60 2.33
H -1.26 -5.59 -3.11
H 2.34 0.97 -1.57
H -2.45 -0.93 -4.99
H 4.03 -0.90 3.71
H 2.12 -2.05 5.73
H 0.91 -1.56 1.81
H -0.87 1.82 -6.00
H -1.88 -1.63 -3.47
H 1.11 -5.00 -2.57
H 3.67 -0.04 -1.77
H 0.72 -0.21 5.15
H 1.89 -2.93 2.32
H 0.07 -4.76 -1.16
H -0.74 -4.19 -4.06
H -3.66 2.24 -2.74
H -1.76 -3.95 -2.63
H -2.62 1.62 -5.76
H -0.73 -1.30 -4.76
H 3.07 -2.94 4.52
H -1.80 3.07 -5.17
H 0.67 0.44 3.50
H 0.28 -3.05 4.56
H -4.02 0.71 -3.56
H -3.53 0.72 -1.86
H 3.14 -0.09 5.02
*
```

Summary:
Energy   -254656.092 eV
Lowest unoccupied orbital energy   3.9 eV
Energy above the lowest of the compared OMol25 structures with the same formula, charge and spin   19.36 kcal per mole
Strongest force on any atom   1.4 eV/Å
HOMO level   -1.2 eV